# 1
{"formula": "C5H12NO", "method": "ωB97M-V/def2-TZVPD", "symbols": ["C", "C", "C", "C", "C", "N", "O", "H", "H", "H", "H", "H", "H", "H", "H", "H", "H", "H", "H"], "coordinates": [[-0.21533, 1.18184, -0.52881], [-2.07701, 0.50800, -0.26516], [-0.63989, -0.72550, 0.85500], [1.62513, 0.20511, 0.94711], [0.79246, -0.86745, -1.02982], [0.39444, 0.00750, 0.07016], [-1.73829, -0.81946, -0.01661], [-0.04526, 1.26586, -1.65543], [-0.10824, 2.00496, 0.09341], [-2.63405, 1.07632, 0.44110], [-2.42493, 0.51099, -1.27674], [-0.27596, -1.66652, 1.15945], [-1.02522, -0.22028, 1.73806], [2.03128, -0.77681, 1.18271], [2.47103, 0.93936, 0.47385], [1.28818, 0.47723, 1.88699], [0.90085, -1.79365, -0.65149], [0.01445, -0.74183, -1.88018], [1.66635, -0.56568, -1.54360]], "forces_ev_per_angstrom": [[-4.09, -1.39, -1.06], [3.81, 0.17, -2.82], [-2.23, 0.10, -0.09], [1.82, 0.78, -2.01], [-2.31, 2.08, -3.55], [2.00, 0.14, 0.08], [0.61, 0.23, 1.16], [-0.04, 0.18, 2.03], [0.37, 1.72, 0.66], [-0.13, 0.26, 0.85], [-0.79, 0.46, -0.28], [0.45, -1.27, 0.01], [0.86, 0.73, 0.21], [0.30, -0.15, -0.72], [-2.47, -1.90, 1.11], [-0.61, 1.53, 1.75], [0.23, -3.37, 0.77], [0.96, -1.01, 1.73], [1.27, 0.70, 0.16]], "multiplicity": 1, "de_lowest_kcal_mol": 74.62, "homo_lumo_gap_ev": 11.9, "total_charge": 1, "homo_ev": -14.79}



# 2
{"formula": "C5H12NO2", "method": "ωB97M-V/def2-TZVPD", "symbols": ["C", "N", "C", "O", "C", "C", "C", "O", "H", "H", "H", "H", "H", "H", "H", "H", "H", "H", "H", "H"], "coordinates": [[-0.96701, -0.70921, 0.77930], [-0.07373, -1.52757, 0.06141], [0.96085, -2.35505, 1.01382], [0.50403, -3.56274, 1.16072], [-0.94099, 0.85635, 0.31826], [0.37855, 1.12589, -0.44634], [0.25907, 1.38325, -1.93910], [0.92622, 2.39167, 0.15995], [-2.05579, -0.86710, 0.79563], [-0.60867, -0.63629, 1.81858], [-0.51418, -2.28649, -0.43439], [1.12688, -1.59796, 1.82082], [1.87420, -2.41490, 0.36461], [-0.95873, 1.45731, 1.23584], [-1.71733, 1.29384, -0.32053], [1.25356, 0.52586, -0.22549], [-0.79878, 1.57165, -2.17274], [0.88689, 2.21234, -2.24197], [0.19769, 0.46243, -2.53756], [0.26727, 2.67669, 0.78920]], "forces_ev_per_angstrom": [[-0.83, 2.56, 0.13], [0.82, -0.40, 0.10], [-0.57, -0.38, -2.77], [-0.21, -0.18, 1.43], [1.64, -1.20, -0.46], [1.02, 2.26, 1.32], [-2.16, -1.02, 0.02], [-0.15, 0.19, -0.70], [0.21, -1.04, 0.00], [-0.31, -0.18, -0.03], [-0.24, -0.13, 0.11], [-0.11, -0.38, 0.39], [0.21, 0.79, 0.26], [0.06, -0.11, 0.02], [-0.41, -0.77, 0.09], [-0.72, -1.06, -0.09], [-0.02, 1.24, 0.34], [0.22, -0.34, -0.40], [1.59, -0.07, 0.14], [-0.02, 0.23, 0.10]], "multiplicity": 1, "de_lowest_kcal_mol": 97.89, "homo_lumo_gap_ev": 6.5, "total_charge": -1, "smiles": "C[C@@H](O)CCNC[O-]", "homo_ev": -2.81}



# 3
{"formula": "C5H12NO2", "method": "ωB97M-V/def2-TZVPD", "symbols": ["C", "N", "C", "C", "C", "O", "C", "O", "H", "H", "H", "H", "H", "H", "H", "H", "H", "H", "H", "H"], "coordinates": [[0.51133, -0.64871, 2.41376], [0.06732, -1.19290, 1.10116], [0.23622, -0.27407, 0.20125], [-0.95024, -0.32726, -0.81491], [-0.43885, -0.38919, -2.26221], [-1.72403, -1.50578, -0.58338], [1.46022, 0.42150, -0.18382], [-0.96777, 2.79641, -0.05588], [1.40474, -0.01870, 2.35112], [-0.24131, 0.04829, 2.78771], [0.72778, -1.42783, 3.13098], [-0.36565, 2.88830, 0.69230], [0.68708, 0.97436, 0.57240], [-1.64925, 0.49414, -0.66022], [-0.09908, -1.38219, -2.53592], [-1.32896, -0.07287, -2.81141], [0.27626, 0.40226, -2.46810], [-1.44135, -1.74401, 0.32843], [1.55179, 1.22259, -0.89762], [2.28374, -0.26434, -0.30564]], "forces_ev_per_angstrom": [[1.05, -0.33, -0.20], [0.61, 2.32, 2.32], [-2.65, -3.70, -4.95], [0.24, -0.48, -0.57], [-1.34, 1.20, 0.39], [0.19, -0.03, 0.22], [-1.28, 0.83, 0.49], [0.40, -0.59, 0.10], [0.17, -0.30, -0.01], [-0.39, -0.37, 0.16], [-0.17, -0.24, 0.25], [-0.04, 0.29, 0.10], [2.41, 1.70, 1.08], [0.73, 0.63, -0.03], [0.07, -0.06, -0.02], [0.13, -0.55, -0.62], [0.27, -0.18, 0.09], [-0.03, -0.14, -0.13], [-1.07, -0.15, -0.52], [0.70, 0.17, 1.83]], "multiplicity": 1, "de_lowest_kcal_mol": 160.99, "homo_lumo_gap_ev": 6.7, "total_charge": -1, "homo_ev": -3.01}



# 4
{"formula": "C5H12NO2", "method": "ωB97M-V/def2-TZVPD", "symbols": ["C", "O", "C", "C", "C", "C", "N", "H", "H", "H", "H", "H", "H", "H", "H", "H", "H", "H", "H", "O"], "coordinates": [[-1.97014, -0.58164, -0.52977], [-3.03217, 0.36820, -0.40999], [-0.61694, 0.04409, -0.17132], [0.42347, -1.07641, -0.13146], [1.83273, -0.61762, -0.32150], [2.66756, -1.15678, -1.19859], [-0.72825, 0.68315, 1.12860], [-2.08387, -1.50568, 0.06438], [-1.83197, -0.94795, -1.56140], [-0.34871, 0.75888, -0.96551], [0.19297, -1.86844, -0.85763], [0.29224, -1.56571, 0.84286], [2.13026, 0.25360, 0.25711], [2.39094, -1.98228, -1.85234], [3.66249, -0.76444, -1.32830], [-1.49342, 1.34626, 1.08930], [-2.76833, -0.06222, 0.51816], [0.17303, 1.21528, 1.32792], [1.66276, 2.44811, 2.09923], [1.71180, 1.88046, 1.32310]], "forces_ev_per_angstrom": [[2.97, -0.99, -3.65], [0.95, -2.42, 3.21], [-0.18, -0.07, 0.24], [-0.10, -0.45, 0.18], [-0.07, 0.12, -0.16], [-0.05, -0.16, -0.21], [-0.21, -0.26, 0.09], [-0.38, 0.17, 0.24], [-0.44, 0.12, 0.01], [-0.04, -0.04, -0.03], [-0.03, 0.17, -0.23], [0.18, 0.19, 0.08], [0.01, 0.08, 0.27], [-0.07, -0.03, 0.10], [0.23, 0.09, 0.01], [0.20, 0.30, -0.09], [-3.04, 3.18, -0.13], [0.12, -0.09, -0.03], [0.14, 0.04, -0.01], [-0.19, 0.05, 0.10]], "multiplicity": 1, "de_lowest_kcal_mol": 101.42, "homo_lumo_gap_ev": 7.1, "total_charge": -1, "homo_ev": -3.42}



# 5
{"formula": "C5H12NO2", "method": "ωB97M-V/def2-TZVPD", "symbols": ["C", "O", "C", "C", "C", "C", "N", "H", "H", "H", "H", "H", "H", "H", "H", "H", "H", "H", "H", "O"], "coordinates": [[-1.44732, 0.73648, 0.55001], [-2.44644, 0.11175, -0.17915], [-0.41806, -0.37131, 0.89318], [0.98871, -0.04282, 0.33521], [1.93700, -1.09602, 0.85627], [3.20316, -1.09250, -1.15716], [3.18931, -1.29543, 0.08385], [-0.93411, 1.51655, -0.02179], [-1.96201, 1.16994, 1.41680], [-0.71969, -1.24858, 0.32023], [-0.35207, -0.72532, 1.91998], [1.33671, 0.95904, 0.61425], [0.88984, 0.07364, -0.74753], [1.52932, -2.10708, 0.93252], [2.33080, -0.84225, 1.83890], [4.17630, -1.14948, -1.65198], [2.39901, -0.74795, -1.81360], [-4.00225, 2.53038, -0.31186], [-3.23166, 1.41335, -0.92605], [-3.64759, 2.25927, -1.17443]], "forces_ev_per_angstrom": [[0.29, -1.06, -0.20], [0.07, 0.16, 0.30], [0.62, 0.08, -0.64], [-0.93, 0.51, 0.50], [1.69, -0.40, -0.87], [0.89, 0.44, -0.23], [-0.47, 0.17, -0.05], [-0.32, 0.25, 0.02], [0.18, 0.02, 0.19], [-0.20, -0.11, 0.08], [-0.27, 0.49, 0.24], [-0.04, -0.15, 0.43], [0.15, -0.64, -0.01], [-0.46, 0.16, 0.04], [-0.49, 0.13, 0.23], [-0.15, -0.34, -0.03], [-0.28, -0.08, 0.31], [-0.07, 0.24, -0.52], [-0.04, 0.03, -0.61], [-0.18, 0.11, 0.82]], "multiplicity": 2, "de_lowest_kcal_mol": 52.10, "homo_lumo_gap_ev": [10.5, 7.5], "total_charge": 0, "homo_ev": [-9.66, -9.67]}



# 6
{"formula": "C5H12NO2", "method": "ωB97M-V/def2-TZVPD", "symbols": ["C", "O", "C", "C", "C", "C", "N", "H", "H", "H", "H", "H", "H", "H", "H", "H", "H", "H", "H", "O"], "coordinates": [[-0.75527, -0.30877, 1.59099], [-1.31146, 0.22783, 2.72928], [-0.14755, 0.80302, 0.72706], [0.42564, 0.22262, -0.52008], [-0.37126, -0.04697, -1.64916], [0.22894, -0.69534, -2.90247], [0.62913, -2.07433, -2.79197], [-1.55344, -0.86988, 1.07298], [0.03825, -1.02709, 1.87839], [0.62511, 1.24962, 1.35717], [-0.91287, 1.54740, 0.50536], [1.49474, 0.34398, -0.65895], [0.01419, -0.94182, -0.72264], [-1.44204, 0.11164, -1.65295], [1.03686, -0.05794, -3.29576], [-0.56634, -0.64131, -3.65644], [1.20405, -2.16082, -1.94369], [1.12452, 1.93505, 3.85196], [-0.52155, 0.82349, 3.02634], [0.76033, 1.55962, 3.05458]], "forces_ev_per_angstrom": [[-0.57, -0.65, 0.83], [-0.16, -0.05, -0.37], [0.03, -0.56, -0.86], [-1.11, 2.75, -0.35], [1.80, -1.03, 0.32], [-1.10, 0.61, -0.84], [0.28, 0.32, 0.32], [0.18, 0.07, -0.35], [0.07, 0.01, -0.38], [0.24, 0.27, 0.13], [-0.13, -0.09, -0.12], [0.24, -1.08, -0.07], [-0.49, -0.52, 0.14], [-0.12, -0.14, 0.50], [0.18, -0.22, 0.22], [0.24, -0.06, -0.03], [0.02, -0.15, -0.11], [0.02, 0.06, 0.26], [0.39, 0.57, 0.91], [0.00, -0.11, -0.16]], "multiplicity": 2, "de_lowest_kcal_mol": 149.63, "homo_lumo_gap_ev": [5.2, 4.7], "total_charge": 0, "homo_ev": [-7.35, -7.35]}



# 7
{"formula": "C5H12NO2", "method": "ωB97M-V/def2-TZVPD", "symbols": ["C", "C", "C", "C", "C", "N", "O", "O", "H", "H", "H", "H", "H", "H", "H", "H", "H", "H", "H", "H"], "coordinates": [[2.40356, -0.38365, 0.89166], [1.98716, 0.05661, -0.26275], [-1.71975, -0.84781, 1.03930], [-0.48913, 2.12812, 0.14126], [-0.02868, -0.11165, -0.38032], [-0.16256, -0.96217, -1.74929], [-0.32288, -0.77786, 0.75940], [-0.72341, 0.97299, -0.62386], [3.40809, -0.45155, 1.03102], [1.75594, -0.85478, 1.55679], [2.39561, 0.49072, -1.18599], [-2.39425, -0.20352, 0.57518], [-1.98200, -0.73310, 2.02995], [-2.18524, -1.75067, 0.91174], [0.57242, 2.45801, 0.01064], [-0.60578, 1.67360, 1.13332], [-1.35886, 2.82261, 0.13451], [-1.07966, -1.34113, -1.79138], [0.29357, -1.87474, -1.80319], [0.23586, -0.31004, -2.41801]], "forces_ev_per_angstrom": [[-0.82, 0.22, -1.96], [-4.87, 0.18, -0.94], [0.02, 0.19, 0.26], [0.26, -0.51, 2.66], [5.67, -0.54, 0.80], [0.74, -0.39, 2.11], [-0.92, -0.17, -0.96], [-1.29, 0.01, -3.14], [2.87, -0.01, 0.79], [-0.99, -0.39, 1.21], [0.17, -0.22, 0.81], [-0.25, 1.78, -1.44], [0.65, 0.82, 2.65], [-0.19, -3.11, -1.16], [-1.23, 0.32, -0.05], [0.64, 0.95, 0.60], [1.05, -0.27, -1.02], [-1.94, 0.94, -1.07], [1.31, 0.43, 0.57], [-0.86, -0.23, -0.72]], "multiplicity": 1, "de_lowest_kcal_mol": 117.87, "homo_lumo_gap_ev": 10.6, "total_charge": 1, "homo_ev": -13.97}



# 8
{"formula": "C5H12NO2", "method": "ωB97M-V/def2-TZVPD", "symbols": ["O", "C", "C", "C", "C", "C", "N", "H", "H", "H", "H", "H", "H", "H", "H", "H", "H", "H", "H", "O"], "coordinates": [[0.15687, -2.02321, 0.08519], [-0.77925, -1.41398, -0.61662], [-0.74813, 0.27870, -0.31835], [0.75132, 0.81955, -0.03939], [1.35492, 1.14887, -1.30329], [1.45360, 2.43208, -1.72813], [-1.55572, 0.68140, 0.78675], [-0.82827, -1.65762, -1.70679], [-1.08339, 0.85086, -1.22565], [1.30800, 0.03495, 0.58900], [0.60287, 1.71653, 0.50336], [1.95352, 0.43548, -1.95653], [1.20504, 3.35620, -1.15522], [1.85930, 2.62841, -2.70238], [-1.76977, -1.64762, -0.11306], [-2.55270, 0.35318, 0.69305], [-1.31498, 0.15682, 1.61240], [0.02164, -1.86084, 1.43657], [-0.25707, -1.99885, 3.11480], [-0.21299, -1.31787, 2.34454]], "forces_ev_per_angstrom": [[-1.14, 1.57, -3.81], [0.16, -5.37, 1.94], [-0.72, 5.77, 2.71], [0.58, -3.33, 0.78], [2.00, 0.54, -1.85], [-0.28, 0.43, 0.48], [-0.83, -3.47, -2.81], [0.79, 1.10, 0.38], [-0.40, -1.50, 0.01], [-0.84, 1.12, -0.87], [-0.28, 0.76, 0.73], [-1.39, 0.40, 0.98], [-0.21, -1.07, -0.28], [0.32, 0.05, -0.25], [0.61, 0.78, -0.59], [0.72, 1.54, -0.51], [1.39, 0.11, 1.45], [-0.69, 1.21, 3.08], [0.05, 1.84, -2.09], [0.16, -2.47, 0.53]], "multiplicity": 1, "de_lowest_kcal_mol": 172.68, "homo_lumo_gap_ev": 5.2, "total_charge": 1, "homo_ev": -14.27}



Copy entry 2 word for word.
{"formula": "C5H12NO2", "method": "ωB97M-V/def2-TZVPD", "symbols": ["C", "N", "C", "O", "C", "C", "C", "O", "H", "H", "H", "H", "H", "H", "H", "H", "H", "H", "H", "H"], "coordinates": [[-0.96701, -0.70921, 0.77930], [-0.07373, -1.52757, 0.06141], [0.96085, -2.35505, 1.01382], [0.50403, -3.56274, 1.16072], [-0.94099, 0.85635, 0.31826], [0.37855, 1.12589, -0.44634], [0.25907, 1.38325, -1.93910], [0.92622, 2.39167, 0.15995], [-2.05579, -0.86710, 0.79563], [-0.60867, -0.63629, 1.81858], [-0.51418, -2.28649, -0.43439], [1.12688, -1.59796, 1.82082], [1.87420, -2.41490, 0.36461], [-0.95873, 1.45731, 1.23584], [-1.71733, 1.29384, -0.32053], [1.25356, 0.52586, -0.22549], [-0.79878, 1.57165, -2.17274], [0.88689, 2.21234, -2.24197], [0.19769, 0.46243, -2.53756], [0.26727, 2.67669, 0.78920]], "forces_ev_per_angstrom": [[-0.83, 2.56, 0.13], [0.82, -0.40, 0.10], [-0.57, -0.38, -2.77], [-0.21, -0.18, 1.43], [1.64, -1.20, -0.46], [1.02, 2.26, 1.32], [-2.16, -1.02, 0.02], [-0.15, 0.19, -0.70], [0.21, -1.04, 0.00], [-0.31, -0.18, -0.03], [-0.24, -0.13, 0.11], [-0.11, -0.38, 0.39], [0.21, 0.79, 0.26], [0.06, -0.11, 0.02], [-0.41, -0.77, 0.09], [-0.72, -1.06, -0.09], [-0.02, 1.24, 0.34], [0.22, -0.34, -0.40], [1.59, -0.07, 0.14], [-0.02, 0.23, 0.10]], "multiplicity": 1, "de_lowest_kcal_mol": 97.89, "homo_lumo_gap_ev": 6.5, "total_charge": -1, "smiles": "C[C@@H](O)CCNC[O-]", "homo_ev": -2.81}



Which formula does entry 5 have? C5H12NO2



Look up the multiplicity of the third one. 1